Entry 1:
ORCA calculation (wB97M-V/def2-TZVPD) on a structure of composition C20H32BInN4S2Sb2.

For the lowest unoccupied orbital energy, the calculation gives -5.507 eV. As for the charge: +2. The value obtained for the relative energy (zero: lowest compared OMol25 entry of this formula, charge and spin) is 0.0 kJ/mol. Its energy is -67804.23195 eV. The multiplicity is 1.

Last column: Mulliken charge in e.
Cartesian coordinates (Å):
In 0.279 -0.247 1.415  0.60
C -4.001 -0.609 -0.859  -0.83
N -2.737 -0.986 -1.482  0.24
C -2.467 -0.950 -2.830  -0.38
C -1.207 -1.420 -2.983  -0.82
N -0.711 -1.762 -1.743  0.60
B 0.699 -2.541 -1.719  0.05
N 0.922 -3.332 -0.397  0.15
C 0.551 -4.649 -0.244  -0.50
C 1.019 -5.087 0.946  -0.48
N 1.682 -4.027 1.524  0.24
C 2.424 -4.100 2.777  -0.84
C 1.614 -2.977 0.689  -0.19
S 2.364 -1.427 0.979  -0.32
C -1.655 -1.483 -0.847  -0.19
S -1.615 -1.691 0.891  -0.36
H -4.649 -0.201 -1.629  0.32
H -3.833 0.140 -0.090  0.29
H -4.478 -1.479 -0.414  0.36
H -3.191 -0.611 -3.549  0.48
H -0.626 -1.577 -3.875  0.56
H 0.607 -3.356 -2.592  -0.13
H 1.571 -1.738 -1.899  -0.04
H -0.002 -5.165 -1.008  0.53
H 0.959 -6.049 1.423  0.49
H 1.901 -4.771 3.453  0.34
H 2.487 -3.108 3.214  0.29
H 3.430 -4.475 2.596  0.33
C 1.670 1.439 4.944  -1.21
Sb -0.119 0.869 3.975  0.69
C -1.202 -0.252 5.405  -1.18
C -1.221 2.693 3.705  -1.50
C -0.309 3.836 3.359  0.57
C 0.342 4.486 4.410  -0.38
C 1.206 5.542 4.190  -0.74
C 1.431 5.979 2.891  -0.73
C 0.781 5.357 1.842  -0.54
C -0.092 4.286 2.048  0.64
C -0.778 3.703 0.841  -1.55
Sb 0.376 2.142 -0.077  0.64
C -0.328 2.040 -2.066  -1.25
C 2.308 2.979 -0.233  -1.24
H 1.431 1.857 5.920  0.38
H 2.181 2.188 4.343  0.35
H 2.302 0.562 5.064  0.44
H -1.236 0.316 6.333  0.38
H -0.703 -1.203 5.576  0.38
H -2.212 -0.428 5.042  0.40
H -1.734 2.876 4.650  0.66
H -1.983 2.490 2.955  0.43
H 0.144 4.167 5.428  0.50
H 1.686 6.034 5.025  0.45
H 2.091 6.815 2.701  0.44
H 0.928 5.728 0.833  0.45
H -0.900 4.463 0.069  0.68
H -1.765 3.296 1.053  0.58
H -0.122 2.990 -2.555  0.51
H -1.400 1.851 -2.063  0.37
H 0.181 1.234 -2.590  0.36
H 2.250 3.854 -0.878  0.39
H 2.987 2.247 -0.665  0.44
H 2.656 3.274 0.755  0.38


Entry 2:
ORCA calculation (wB97M-V/def2-TZVPD) on a structure of composition C20H32ClINO2RuSi2.

For the lowest unoccupied orbital energy, the calculation gives -4.228 eV. As for the charge: +1. The value obtained for the relative energy (zero: lowest compared OMol25 entry of this formula, charge and spin) is 0.0 kJ/mol. Its energy is -65800.53979 eV. The multiplicity is 1.

Last column: Mulliken charge in e.
Cartesian coordinates (Å):
Ru -0.125 -0.534 -0.353  0.42
Cl -3.212 -0.743 5.693  -0.22
C -2.772 -0.395 4.064  0.48
C -3.542 0.451 3.317  -0.41
C -3.197 0.780 1.981  -0.40
I -4.344 2.113 0.910  0.11
C -2.092 0.210 1.424  1.12
O -1.632 0.468 0.170  -0.48
C -1.315 -0.685 2.180  0.10
N -0.221 -1.195 1.527  0.36
C 0.644 -1.928 2.203  -0.50
C 0.429 -2.264 3.545  -1.47
C -0.692 -1.819 4.198  -0.63
C -1.603 -0.986 3.515  -0.32
H -4.424 0.891 3.762  0.44
H 1.521 -2.254 1.667  0.89
H 1.161 -2.880 4.047  0.46
H -0.874 -2.083 5.231  0.46
C -3.259 -0.742 -2.491  -0.95
Si -1.507 -1.124 -2.989  0.11
C -0.561 0.465 -3.272  -0.97
C -1.547 -2.183 -4.521  -1.10
C -0.626 -2.008 -1.541  0.06
Si 0.804 -3.239 -1.981  0.19
C -0.021 -4.743 -2.716  -1.11
C 1.997 -2.447 -3.167  -0.47
C 1.724 -3.766 -0.444  -0.95
H -3.780 -0.271 -3.330  0.38
H -3.317 -0.061 -1.642  0.18
H -3.810 -1.652 -2.243  0.31
H -0.913 0.917 -4.203  0.54
H 0.514 0.311 -3.373  0.26
H -0.741 1.205 -2.481  0.32
H -2.173 -1.679 -5.262  0.37
H -1.994 -3.158 -4.324  0.33
H -0.565 -2.335 -4.970  0.34
H -1.334 -2.667 -1.014  0.33
H -0.228 -4.632 -3.780  0.34
H -0.957 -4.992 -2.212  0.35
H 0.650 -5.597 -2.600  0.39
H 1.519 -2.108 -4.087  0.26
H 2.772 -3.165 -3.444  0.46
H 2.490 -1.592 -2.701  -0.19
H 1.052 -4.044 0.371  0.33
H 2.404 -2.982 -0.107  0.09
H 2.326 -4.645 -0.683  0.52
C 1.886 1.993 0.473  -1.64
C 2.539 0.835 -0.268  1.45
C 3.844 0.440 0.405  -1.77
C 2.750 1.168 -1.732  -1.39
O 1.691 -0.340 -0.090  -0.07
H 2.523 2.876 0.438  0.49
H 1.718 1.731 1.519  0.33
H 0.926 2.263 0.023  0.31
H 4.551 1.269 0.364  0.42
H 4.293 -0.418 -0.097  0.39
H 3.672 0.182 1.450  0.37
H 3.431 2.014 -1.829  0.47
H 1.813 1.445 -2.214  0.24
H 3.183 0.324 -2.268  0.30


Entry 3:
ORCA calculation (wB97M-V/def2-TZVPD) on a structure of composition C20H32F13HfN4O3PS3 in a non-equilibrium geometry.

For the lowest unoccupied orbital energy, the calculation gives -16.640 eV. As for the charge: +4. Its energy is -111721.39880 eV. The multiplicity is 1.

Last column: Mulliken charge in e.
Cartesian coordinates (Å):
C -1.106 -1.319 3.534  -0.42
C 0.064 -2.265 2.809  0.36
C 1.416 -1.399 2.540  -1.25
C 1.946 -1.300 1.002  0.09
C 2.329 -2.855 0.514  -0.86
C 1.003 -0.489 -0.062  0.11
C -0.567 -1.022 -0.304  -0.45
C -0.698 -2.524 -0.915  -0.07
C -2.254 -2.883 -1.414  0.30
F -2.763 -1.845 -2.337  -0.29
F -2.077 -4.119 -2.268  -0.34
C -3.258 -3.322 -0.206  0.50
F -4.034 -4.510 -0.731  -0.28
F -2.564 -3.825 1.009  -0.23
C -4.445 -2.194 0.141  0.57
F -3.696 -0.898 0.274  -0.28
F -5.353 -2.234 -1.042  -0.22
C -5.157 -2.516 1.573  0.78
F -4.218 -2.055 2.663  -0.28
F -5.373 -3.989 1.833  -0.24
S -6.790 -1.691 1.905  1.10
F -7.652 -2.591 0.733  -0.24
F -7.176 -2.955 3.042  -0.29
F -6.074 -0.839 3.237  -0.30
F -6.505 -0.358 0.880  -0.26
F -8.284 -0.956 2.346  -0.25
C 0.629 0.930 0.746  -0.20
S 1.987 1.930 1.539  -0.23
N 0.040 1.958 -0.244  -0.32
C 0.756 1.621 -1.533  -0.21
O 0.485 2.363 -2.606  -0.52
C 1.732 0.271 -1.366  1.09
C 3.338 0.533 -1.359  -0.86
C 3.846 1.891 -2.159  -0.77
C 4.355 3.100 -1.169  -0.53
C 3.712 4.592 -1.568  -0.60
N 2.806 5.139 -0.488  -0.09
C 1.753 6.086 -1.018  0.42
N 1.083 5.990 -2.212  -0.32
N 1.363 7.257 -0.092  -0.48
P 1.439 -0.528 -3.120  0.57
O -0.292 -0.651 -3.502  -0.51
O 2.063 0.503 -4.428  -0.49
S 2.391 -2.231 -3.350  -0.01
H -0.668 -0.372 4.064  0.38
H -1.915 -0.938 2.769  0.24
H -1.693 -1.979 4.332  -0.07
H -0.384 -2.827 1.892  0.00
H 0.307 -3.105 3.622  0.51
H 1.289 -0.374 3.106  0.35
H 2.285 -1.961 3.141  0.32
H 3.021 -0.787 1.095  0.53
H 2.031 -3.061 -0.604  0.14
H 1.813 -3.679 1.164  0.26
H 3.500 -3.036 0.626  0.28
H -1.164 -0.310 -1.055  0.80
H -1.177 -0.925 0.718  -0.57
H -0.048 -2.686 -1.905  -0.07
H -0.353 -3.399 -0.199  0.32
H -0.123 0.754 1.655  0.33
H 2.761 1.166 2.432  0.23
H -1.020 1.869 -0.269  0.42
H 3.971 -0.357 -1.843  0.50
H 3.823 0.666 -0.276  0.17
H 3.069 2.347 -2.896  0.49
H 4.794 1.594 -2.821  0.41
H 4.231 2.870 -0.018  0.30
H 5.529 3.236 -1.334  0.40
H 4.614 5.361 -1.672  0.40
H 3.229 4.511 -2.631  0.47
H 2.281 4.392 0.016  0.21
H 0.409 6.809 -2.290  0.36
H 1.952 8.096 -0.281  0.34
H 1.532 6.893 0.893  0.32
H -0.374 -0.722 -4.517  0.39
H 2.962 0.094 -4.683  0.42
Hf -0.684 -3.941 4.942  1.27


Entry 4:
ORCA calculation (wB97M-V/def2-TZVPD) on the molecule C20H32N2O4.

For the lowest unoccupied orbital energy, the calculation gives 0.582 eV. The SMILES is COC(=O)N(NC(=O)C(O)(CCC(C)C)CCC(C)C)c1ccccc1. The value obtained for the relative energy (zero: lowest compared OMol25 entry of this formula, charge and spin) is 40.7 kJ/mol. Its energy is -32430.22744 eV. The multiplicity is 1.

Last column: Mulliken charge in e.
Cartesian coordinates (Å):
C 1.394 3.981 -1.572  -0.88
H 2.073 4.195 -0.750  0.28
H 1.948 3.866 -2.505  0.32
H 0.666 4.785 -1.692  0.36
O 0.739 2.768 -1.232  -0.36
C -0.191 2.350 -2.126  0.66
O -0.493 2.962 -3.114  -0.63
N -0.766 1.187 -1.692  0.06
C -1.699 0.428 -2.440  0.33
C -2.583 -0.402 -1.759  0.29
C -3.494 -1.169 -2.458  -0.70
C -3.538 -1.112 -3.840  -0.52
C -2.657 -0.286 -4.517  -0.75
C -1.734 0.480 -3.828  -0.55
H -1.050 1.116 -4.362  0.43
H -2.679 -0.241 -5.596  0.37
H -4.251 -1.711 -4.386  0.39
H -4.173 -1.813 -1.918  0.40
H -2.553 -0.454 -0.682  0.15
N -0.315 0.622 -0.497  0.07
C 0.473 -0.484 -0.520  0.24
O 0.730 -1.086 -1.541  -0.73
C 0.935 -1.024 0.840  1.73
C 1.612 0.035 1.725  -1.66
C 2.598 0.966 1.012  -0.57
H 2.059 1.572 0.282  -0.43
H 3.002 1.648 1.767  0.80
C 3.774 0.292 0.296  1.07
C 4.630 -0.527 1.257  -1.69
H 4.947 0.081 2.102  0.31
H 4.072 -1.384 1.623  0.31
H 5.517 -0.896 0.747  0.48
C 4.619 1.365 -0.388  -1.58
H 4.019 1.935 -1.094  0.31
H 5.032 2.052 0.348  0.35
H 5.444 0.910 -0.932  0.43
H 3.382 -0.376 -0.475  0.19
H 2.129 -0.511 2.515  0.73
H 0.848 0.656 2.197  0.50
C -0.274 -1.707 1.541  -1.71
C -1.357 -0.826 2.157  -0.26
H -0.924 -0.228 2.961  0.35
H -1.773 -0.143 1.415  0.10
C -2.505 -1.658 2.752  0.54
C -3.412 -2.234 1.668  -1.43
H -4.170 -2.874 2.114  0.48
H -3.919 -1.434 1.132  0.27
H -2.849 -2.828 0.952  0.36
C -3.331 -0.798 3.708  -1.66
H -2.718 -0.430 4.527  0.41
H -3.752 0.057 3.182  0.34
H -4.150 -1.376 4.128  0.45
H -2.069 -2.486 3.321  0.36
H -0.718 -2.379 0.803  0.15
H 0.159 -2.332 2.326  0.51
O 1.861 -2.054 0.572  -0.70
H 1.788 -2.262 -0.376  0.51
H -0.354 1.214 0.320  0.42